This record from the Open Molecules 2025 dataset describes 6 unconnected molecules or ions with the total composition C32H44N6O2P. The level of theory is ωB97M-V/def2-TZVPD.

Output
Maximum force   0.021 hartree/bohr
Kohn-Sham gap   5.08 eV
LUMO energy   2.082 eV
Highest occupied orbital energy   -3.002 eV

The geometry in ORCA input format:
```
! RIJCOSX wB97M-V def2-TZVPD def2/J DEFGRID3
* xyz -1 1
C -0.12 -2.48 0.43
C -1.39 -1.91 -0.21
O -1.12 -0.89 -1.16
C -0.69 -1.30 -2.36
O -0.47 -2.47 -2.63
C -0.58 -0.17 -3.35
C -0.04 1.13 -2.74
C 1.28 1.01 -2.00
P 1.36 2.18 -0.46
C 1.30 3.43 0.99
N -0.04 3.82 1.42
H -0.27 -2.62 1.49
H 0.12 -3.42 -0.06
H 0.70 -1.80 0.23
H -1.96 -1.42 0.58
H -2.03 -2.69 -0.62
H -1.60 0.01 -3.69
H 0.00 -0.51 -4.21
H 0.07 1.87 -3.54
H -0.81 1.53 -2.07
H 1.53 -0.02 -1.72
H 2.09 1.35 -2.66
H 0.79 3.27 -1.34
H 2.72 2.64 -0.83
H 1.96 1.11 0.39
H -0.01 1.73 -0.09
H 1.82 4.34 0.70
H 1.84 3.03 1.87
H -0.46 4.38 0.69
H -0.61 2.99 1.54
N 2.19 -4.53 1.43
C 2.23 -5.67 0.75
C 2.93 -6.80 1.17
C 3.64 -6.72 2.35
C 3.61 -5.54 3.07
C 2.88 -4.48 2.57
H 1.66 -5.69 -0.18
H 2.92 -7.70 0.57
H 4.20 -7.58 2.71
H 4.15 -5.44 4.01
H 2.83 -3.53 3.10
N -2.69 -2.90 3.09
C -2.55 -3.64 4.18
C -3.42 -3.58 5.27
C -4.47 -2.69 5.22
C -4.63 -1.90 4.09
C -3.71 -2.04 3.05
H -1.71 -4.33 4.18
H -3.26 -4.22 6.12
H -5.17 -2.61 6.04
H -5.44 -1.19 4.01
H -3.80 -1.45 2.15
N -2.41 -6.89 4.34
C -1.93 -8.07 4.74
C -2.07 -9.24 4.02
C -2.75 -9.19 2.81
C -3.26 -7.97 2.38
C -3.06 -6.86 3.18
H -1.40 -8.06 5.69
H -1.66 -10.17 4.39
H -2.89 -10.08 2.21
H -3.79 -7.89 1.44
H -3.43 -5.89 2.87
N -0.78 4.13 -4.64
C -0.65 4.40 -5.94
C -0.21 5.63 -6.42
C 0.13 6.61 -5.51
C 0.00 6.34 -4.16
C -0.45 5.09 -3.78
H -0.91 3.60 -6.62
H -0.12 5.80 -7.49
H 0.48 7.58 -5.84
H 0.26 7.08 -3.41
H -0.55 4.82 -2.73
N 1.58 9.44 -2.86
C 2.62 9.68 -3.66
C 3.92 9.81 -3.21
C 4.16 9.68 -1.85
C 3.10 9.43 -1.01
C 1.83 9.32 -1.56
H 2.39 9.77 -4.72
H 4.73 10.00 -3.90
H 5.17 9.77 -1.46
H 3.24 9.31 0.06
H 0.97 9.12 -0.93
*
```



This record from the Open Molecules 2025 dataset describes a molecular structure, C32H45IrN2O3S5Se. The level of theory is ωB97M-V/def2-TZVPD.

Output
Maximum force   0.008 hartree/bohr
Kohn-Sham gap (spin up / spin down)   8.79 / 5.40 eV
LUMO energy (spin up / spin down)   -6.611 / -10.344 eV
Highest occupied orbital energy (spin up / spin down)   -15.402 / -15.745 eV

The geometry in ORCA input format:
```
! RIJCOSX wB97M-V def2-TZVPD def2/J DEFGRID3
* xyz 3 6
Ir 0.41 -1.68 1.30
C 2.76 -0.43 3.39
C 2.62 -1.83 3.96
S 1.82 -3.01 2.83
C 0.54 -3.73 3.90
C -0.51 -2.77 4.44
S -1.31 -1.71 3.19
C -1.21 -0.11 4.00
C 0.20 0.40 4.27
S 1.23 0.33 2.79
H 3.42 -0.42 2.53
H 3.19 0.23 4.15
H 2.06 -1.83 4.90
H 3.61 -2.22 4.18
H 1.06 -4.21 4.73
H 0.10 -4.51 3.29
H -0.10 -2.13 5.21
H -1.30 -3.36 4.90
H -1.78 -0.15 4.92
H -1.74 0.56 3.32
H 0.69 -0.15 5.07
H 0.16 1.44 4.59
O 1.20 -0.12 -0.05
S 2.35 -0.10 -1.08
C 1.67 -0.36 -2.71
C 0.49 0.50 -3.17
C -0.84 0.26 -2.45
C -1.53 -1.08 -2.78
S -1.64 -2.25 -1.43
O 0.00 -2.42 -1.05
C 0.75 -3.47 -1.62
C 0.33 -4.14 -2.76
C 1.15 -5.13 -3.28
C 2.38 -5.43 -2.70
C 2.78 -4.73 -1.57
C 1.97 -3.75 -1.02
C 2.79 1.62 -1.15
C 2.69 2.34 0.04
C 3.13 3.66 0.08
C 3.66 4.24 -1.06
C 3.77 3.51 -2.23
C 3.34 2.19 -2.29
H 1.44 -1.43 -2.72
H 2.54 -0.24 -3.36
H 0.37 0.29 -4.24
H 0.75 1.55 -3.11
H -1.51 1.07 -2.73
H -0.70 0.32 -1.37
H -1.09 -1.56 -3.66
H -2.59 -0.93 -3.01
H -0.63 -3.94 -3.21
H 0.83 -5.68 -4.16
H 3.01 -6.21 -3.12
H 3.74 -4.96 -1.10
H 2.28 -3.19 -0.15
H 2.30 1.86 0.93
H 3.07 4.22 1.01
H 4.02 5.26 -1.02
H 4.21 3.96 -3.12
H 3.46 1.63 -3.21
N -2.50 -5.28 1.36
C -1.27 -4.86 1.01
N -0.45 -5.75 0.44
O -0.94 -3.67 1.27
H -2.84 -6.20 1.16
H -3.15 -4.61 1.74
H -0.73 -6.69 0.23
H 0.46 -5.44 0.13
C -4.68 6.59 -1.92
C -3.77 5.56 -1.37
C -4.15 4.80 -0.23
C -3.32 3.87 0.32
C -3.71 3.08 1.53
C -2.03 3.68 -0.31
Se -0.87 2.52 0.48
C -1.64 4.39 -1.49
C -0.32 4.16 -2.17
C -2.52 5.32 -1.98
H -5.63 6.65 -1.39
H -4.88 6.40 -2.98
H -4.20 7.57 -1.87
H -5.12 4.98 0.22
H -4.74 3.28 1.80
H -3.09 3.35 2.39
H -3.61 2.00 1.36
H 0.27 3.35 -1.73
H 0.29 5.06 -2.14
H -0.48 3.91 -3.22
H -2.25 5.89 -2.86
*
```